No. 1
C22H24ClN4O2PPdS5 as an isolated structure, computed with wB97M-V/def2-TZVPD.

Output
Largest force on an atom   0.52 eV/A
HOMO level (spin up / spin down)   -4.71 / -4.71 eV
2S+1   2
<S²>   0.792
Charge   -1
Orbital gap (spin up / spin down)   0.2600 / 0.2252 Ha
LUMO energy (spin up / spin down)   2.37 / 1.41 eV
Relative energy (zero: lowest compared OMol25 entry of this formula, charge and spin)   0.000 eV

Each line ends with the Löwdin charge.
Element x y z (Å)
Pd  0.027166  -0.338958  -0.124464  -0.009
S  -1.396748  -0.647793  1.624308  0.545
C  -2.948173  -0.884891  0.870056  -0.686
C  -4.061765  -1.186016  1.654248  -0.068
C  -5.313373  -1.394209  1.091258  -0.204
C  -6.427437  -1.707668  1.939443  -0.189
N  -7.309597  -1.954750  2.634816  0.147
C  -5.469054  -1.297343  -0.299855  -0.207
C  -4.364605  -0.987818  -1.084163  -0.075
C  -3.107875  -0.777510  -0.522552  -0.669
S  -1.759002  -0.361280  -1.548399  0.586
C  -6.740328  -1.518454  -0.924750  -0.193
N  -7.748675  -1.704352  -1.446431  0.145
H  -3.945562  -1.265111  2.727649  0.113
H  -4.487460  -0.901714  -2.156987  0.111
C  5.160023  -2.102636  0.370083  -0.074
C  4.173481  -1.528368  -0.616827  -0.312
O  4.185787  -0.082853  -0.498283  -0.328
P  2.782635  0.654177  -0.298673  -0.116
S  1.587738  0.310626  -1.873409  0.305
S  1.878199  0.128010  1.375461  0.304
O  3.260118  2.163585  -0.212472  -0.324
C  3.869018  2.802728  -1.354460  -0.289
C  3.091390  4.053141  -1.682925  -0.069
H  5.207533  -3.186207  0.251908  0.079
H  4.843338  -1.878628  1.388690  0.076
H  6.156049  -1.686830  0.211736  0.074
H  3.168931  -1.914355  -0.428712  0.035
H  4.441020  -1.763975  -1.647463  0.117
H  3.877449  2.116452  -2.203804  0.092
H  4.901480  3.017838  -1.077062  0.118
H  2.075583  3.791665  -1.975164  0.049
H  3.566867  4.584749  -2.509684  0.081
H  3.044080  4.716447  -0.818226  0.082
S  0.745604  -3.588556  -0.218986  0.573
C  0.046429  -3.483639  -1.719277  -0.948
N  -1.171830  -3.972761  -2.060569  0.014
C  -1.666627  -3.376714  -3.298263  -0.166
C  -0.425399  -2.634553  -3.836585  -0.171
N  0.578332  -2.864149  -2.800013  0.000
H  -1.792697  -4.191284  -1.299807  0.125
H  -2.479628  -2.679009  -3.092933  0.077
H  -2.014389  -4.143497  -3.991166  0.105
H  -0.623844  -1.569340  -3.955309  0.082
H  -0.094104  -3.043431  -4.792676  0.105
H  1.278021  -2.162511  -2.602104  0.036
Cl  -0.654802  4.663172  -2.592395  0.693
C  -0.193477  5.330421  -1.056180  -0.620
C  0.116551  6.672010  -0.992956  -0.129
C  0.486298  7.246585  0.218415  -0.098
C  0.537723  6.457994  1.368783  -0.099
C  0.227326  5.120270  1.305212  -0.038
C  -0.149336  4.488794  0.087864  -0.326
C  -0.431436  3.122850  0.057502  0.075
H  0.066636  7.267469  -1.894712  0.098
H  0.727956  8.300228  0.261878  0.095
H  0.824737  6.899418  2.314684  0.098
H  0.275267  4.503172  2.193750  0.115
H  -0.663620  2.602694  -0.859650  0.012
H  -0.394053  2.536003  0.964863  0.046

Forces on atoms 1 to 2 (eV/Å):
Pd -0.1 0.5 0.1
S 0.0 -0.1 -0.1

No. 2
C22H24ClN4O2PPdS5 as an isolated structure, computed with wB97M-V/def2-TZVPD.

Output
Largest force on an atom   1.54 eV/A
HOMO level (spin up / spin down)   -4.45 / -4.39 eV
2S+1   2
<S²>   1.143
Charge   -1
Orbital gap (spin up / spin down)   0.2104 / 0.2175 Ha
LUMO energy (spin up / spin down)   1.27 / 1.53 eV
Relative energy (zero: lowest compared OMol25 entry of this formula, charge and spin)   2.555 eV

Each line ends with the Löwdin charge.
Element x y z (Å)
Pd  -0.227518  -0.255759  0.323000  0.227
S  0.312137  2.121120  -0.371048  0.603
C  -0.818762  2.992769  0.592100  -0.730
C  -0.512904  4.249297  1.103066  -0.077
C  -1.434516  4.976179  1.849766  -0.200
C  -1.099121  6.253049  2.358794  -0.202
N  -0.826753  7.297957  2.759128  0.147
C  -2.725533  4.423075  2.080452  -0.200
C  -3.032548  3.169669  1.557188  -0.065
C  -2.105509  2.432666  0.829858  -0.725
S  -2.506142  0.881662  0.176482  0.634
C  -3.689565  5.118784  2.847266  -0.205
N  -4.503766  5.655325  3.460244  0.146
H  0.474281  4.659380  0.933479  0.111
H  -4.012001  2.747168  1.739419  0.111
C  -2.756773  -3.960305  2.314051  -0.076
C  -3.419026  -3.115994  1.241649  -0.270
O  -2.515577  -2.180141  0.645653  -0.412
P  -1.287867  -2.567310  -0.315977  -0.181
S  -1.312883  -1.475346  -1.973716  0.270
S  0.417773  -2.630351  0.742801  0.304
O  -1.741901  -4.087244  -0.681549  -0.369
C  -1.265788  -4.776426  -1.838543  -0.314
C  0.240488  -4.973384  -1.859347  -0.110
H  -3.473051  -4.671307  2.728044  0.077
H  -2.381254  -3.322560  3.110627  0.051
H  -1.915435  -4.505180  1.888884  0.060
H  -4.211187  -2.492890  1.658804  0.121
H  -3.847631  -3.753974  0.466509  0.109
H  -1.584729  -4.227529  -2.728908  0.083
H  -1.775533  -5.741669  -1.811931  0.113
H  0.739540  -4.012868  -1.975081  0.036
H  0.508812  -5.621354  -2.695333  0.073
H  0.581121  -5.424400  -0.927539  0.071
S  2.591747  0.107571  0.759309  0.553
C  2.747673  0.252580  -0.901997  -0.927
N  1.987831  -0.427264  -1.792331  -0.022
C  2.232569  0.019496  -3.154945  -0.152
C  3.007012  1.321828  -2.928880  -0.160
N  3.516475  1.156989  -1.566452  0.017
H  1.767271  -1.394606  -1.605539  0.078
H  1.283888  0.194263  -3.663100  0.110
H  2.818487  -0.710229  -3.721820  0.115
H  2.328957  2.176737  -2.992244  0.105
H  3.825774  1.460146  -3.635193  0.108
H  3.754540  1.993677  -1.057547  0.124
Cl  1.585525  1.868141  3.328275  0.704
C  1.237495  0.387780  4.145382  -0.602
C  2.010323  0.013483  5.227657  -0.112
C  1.720433  -1.149610  5.924121  -0.090
C  0.667917  -1.955897  5.504960  -0.090
C  -0.080141  -1.594867  4.408051  -0.041
C  0.150007  -0.397901  3.700976  -0.315
C  -0.747255  0.028574  2.676506  -0.060
H  2.832188  0.642569  5.541666  0.101
H  2.298183  -1.421143  6.797590  0.098
H  0.421761  -2.857464  6.051162  0.099
H  -0.902190  -2.216676  4.085634  0.087
H  -0.797865  1.093077  2.484377  0.014
H  -1.667029  -0.532383  2.566995  0.045

Forces on atoms 1 to 2 (eV/Å):
Pd -0.2 1.3 0.8
S -0.1 -0.4 0.1

No. 3
C22H24CoI2NO3P as an isolated structure, computed with wB97M-V/def2-TZVPD.

Output
Largest force on an atom   2.16 eV/A
HOMO level (spin up / spin down)   -7.38 / -7.38 eV
2S+1   4
<S²>   3.759
Charge   0
Orbital gap (spin up / spin down)   0.2592 / 0.2526 Ha
LUMO energy (spin up / spin down)   -0.33 / -0.51 eV
Relative energy (zero: lowest compared OMol25 entry of this formula, charge and spin)   0.000 eV

Each line ends with the Löwdin charge.
Element x y z (Å)
Co  10.871378  7.313711  9.437566  0.625
I  10.329877  12.516263  9.855969  0.908
C  10.340100  11.027879  11.300137  -0.665
C  10.403421  11.331161  12.665442  -0.255
C  10.687657  10.320958  13.544257  -0.677
I  11.003575  11.070810  15.462160  0.905
C  10.739130  8.953285  13.227650  -0.211
C  10.925030  7.887792  14.145827  0.005
C  10.882794  6.559943  13.708279  -0.022
C  10.608258  6.379675  12.353745  -0.131
N  10.415077  7.347936  11.484057  0.025
C  10.525643  8.664944  11.888088  -0.145
C  10.417800  9.693507  10.899589  -0.414
O  10.463178  9.279873  9.650520  -0.206
H  10.233823  12.348895  13.052557  0.077
H  11.089975  8.093088  15.180170  0.066
H  11.088881  5.709335  14.331230  0.104
H  10.614853  5.374998  11.870152  0.124
C  19.005888  6.491228  7.625179  -0.047
C  17.521004  6.538155  7.959897  -0.240
C  16.482439  6.602309  7.005563  -0.007
C  15.096109  6.566096  7.323960  -0.176
C  14.158227  6.362664  6.177563  -0.046
C  14.716337  6.691538  8.687778  -0.053
C  15.720481  6.735223  9.650058  -0.190
C  15.487594  6.854609  11.164601  -0.034
C  17.067484  6.589073  9.287638  -0.024
C  13.293767  6.958832  9.035012  -0.512
O  12.339945  6.476600  8.332913  -0.103
O  12.987387  7.705890  10.036014  -0.042
H  19.166535  6.439908  6.556834  0.065
H  19.488210  5.635564  8.153155  0.094
H  19.518626  7.388290  7.885197  0.063
H  16.764450  6.559353  5.932857  0.121
H  14.417419  5.440151  5.655035  0.087
H  14.286810  7.157549  5.458990  0.081
H  13.111608  6.265937  6.429987  0.057
H  15.463526  5.865802  11.641770  0.084
H  14.550045  7.413806  11.321966  0.062
H  16.368639  7.395245  11.565615  0.080
H  17.753510  6.579611  10.136852  0.114
C  7.458261  7.593051  9.438726  -0.233
P  8.845754  6.407157  9.014355  0.805
C  8.476575  6.042825  7.262002  -0.277
C  8.315968  4.844482  9.819533  -0.259
H  6.449625  7.207226  9.161898  0.057
H  7.610975  8.554944  8.935475  0.048
H  7.392615  7.846330  10.472378  0.024
H  7.406090  5.789145  7.123562  0.048
H  9.101826  5.232093  6.831786  0.055
H  8.645540  6.980260  6.676028  0.057
H  7.380677  4.513936  9.382469  0.040
H  8.228617  4.969316  10.893211  0.032
H  9.078977  4.080925  9.571778  0.054

Forces on atoms 1 to 2 (eV/Å):
Co 1.0 1.0 0.5
I -0.1 -0.1 0.1

No. 4
C22H24IrN5O2 as an isolated structure, computed with wB97M-V/def2-TZVPD.

Output
Largest force on an atom   0.65 eV/A
HOMO level   -13.64 eV
Charge   +2
Orbital gap   0.2701 Ha
LUMO energy   -6.29 eV
Relative energy (zero: lowest compared OMol25 entry of this formula, charge and spin)   0.733 eV

Each line ends with the Löwdin charge.
Element x y z (Å)
Ir  -0.118139  -0.103898  -0.200940  1.395
C  0.434003  -0.553762  2.693518  -0.107
N  0.358438  0.471617  1.646015  -0.148
C  0.447379  1.753089  1.826508  -0.037
C  0.283806  2.551526  0.676291  -0.306
C  0.250644  3.911946  0.366741  -0.010
C  -0.035619  4.003785  -0.994688  -0.058
C  -0.177066  2.701748  -1.484567  -0.110
N  0.048679  1.831985  -0.486541  -0.148
C  1.029550  -1.780082  2.037443  -0.226
C  0.313076  -2.355630  0.974407  -0.137
C  0.827096  -3.430963  0.258489  -0.059
C  2.069715  -3.948844  0.607131  -0.062
C  2.772544  -3.400932  1.672023  -0.046
C  2.255333  -2.320611  2.386746  -0.025
H  -0.582686  -0.779419  3.030245  0.136
H  1.002238  -0.183897  3.547014  0.136
H  0.613393  2.160982  2.818879  0.158
H  0.400483  4.727230  1.055804  0.119
H  -0.148662  4.905446  -1.572764  0.109
H  -0.429713  2.365524  -2.478253  0.118
H  -0.742944  -2.065388  0.798567  0.110
H  0.245945  -3.886706  -0.532605  0.124
H  2.467215  -4.803219  0.075789  0.118
H  3.721698  -3.830091  1.966189  0.118
H  2.808737  -1.908074  3.221832  0.124
N  4.910002  1.039634  -1.737505  0.209
C  4.406588  0.316316  -0.502339  -0.100
C  2.943962  0.612202  -0.194480  -0.206
N  1.958534  -0.220221  -0.907803  -0.052
H  5.917473  0.899774  -1.857744  0.183
H  4.748875  2.048449  -1.667154  0.180
H  4.459810  0.713593  -2.595838  0.175
H  5.041271  0.650363  0.316091  0.144
H  4.589701  -0.745158  -0.666747  0.141
H  2.701501  1.661742  -0.380596  0.124
H  2.802637  0.445460  0.871829  0.116
H  2.196218  -1.209379  -0.830845  0.095
H  1.913319  0.020498  -1.894455  0.111
O  -3.110909  0.256596  2.107240  0.140
C  -3.173499  0.039795  0.930516  -0.372
N  -2.069180  -0.202528  0.097602  -0.049
C  -2.441575  -0.339273  -1.191030  -0.406
O  -1.473814  -0.445530  -1.997429  -0.042
C  -3.905920  -0.285295  -1.295949  -0.091
C  -4.775377  -0.388044  -2.360569  0.022
C  -6.136580  -0.262904  -2.083386  -0.034
C  -6.587261  -0.042223  -0.788866  -0.025
C  -5.698888  0.064720  0.284356  0.028
C  -4.358752  -0.057816  0.008820  -0.078
H  -4.420359  -0.561915  -3.367010  0.129
H  -6.854295  -0.336822  -2.888682  0.119
H  -7.649654  0.052528  -0.609501  0.120
H  -6.048953  0.242076  1.292179  0.133

Forces on atoms 1 to 2 (eV/Å):
Ir 0.4 -0.5 -0.2
C -0.1 0.0 -0.1